Record 1
Molecular formula: C5H7NO
Method: DFT, ωB97M-V with the def2-TZVPD basis set

Each line ends with the natural charge from an NBO analysis.
Geometry (Å):
C 1.814 0.237 -0.497  0.55
C -0.893 0.167 2.505  -0.37
C -0.426 0.553 1.264  -0.04
C 0.178 0.113 -0.857  -0.09
C -0.087 -0.816 -1.932  -0.62
N -0.476 -0.306 0.213  -0.45
O 2.255 0.517 0.505  -0.43
H -0.980 0.816 3.327  0.20
H -1.333 -0.802 2.432  0.21
H -0.029 1.538 0.933  0.16
H 0.318 1.205 -1.116  0.21
H 0.651 -1.561 -1.973  0.22
H 0.030 -0.340 -2.932  0.21
H -1.022 -1.319 -1.872  0.24

The electronic energy comes out at -324.5717 Ha. As for the relative energy (zero: lowest compared OMol25 entry of this formula, charge and spin): 95.9 kcal/mol. For the max |F|, the calculation gives 3.877 eV/A. Its spin multiplicity is 1. As for the frontier orbital gap (spin up / spin down): 7.60 / 7.23 eV. The lowest unoccupied orbital energy (spin up / spin down) comes out at -0.725 / -0.877 eV.


Record 2
Molecular formula: C5H7NO
Method: DFT, ωB97M-V with the def2-TZVPD basis set

Each line ends with the natural charge from an NBO analysis.
Geometry (Å):
O 1.459 2.180 0.596  -0.62
C 0.833 1.139 0.478  0.61
C 1.383 -0.207 0.403  -0.31
C 0.581 -1.301 0.366  -0.14
C -0.844 -1.178 0.314  -0.33
C -1.373 0.070 0.303  0.06
N -0.566 1.166 0.404  -0.56
H 2.464 -0.281 0.394  0.23
H 0.273 0.392 -2.287  0.00
H 1.025 -2.293 0.342  0.22
H -1.484 -2.049 0.247  0.23
H -2.436 0.269 0.222  0.22
H -0.352 -0.003 -2.219  -0.01
H -0.962 2.095 0.438  0.42

The electronic energy comes out at -324.6945 Ha. As for the relative energy (zero: lowest compared OMol25 entry of this formula, charge and spin): 18.8 kcal/mol. The SMILES is O=c1cccc[nH]1.[H][H]. For the max |F|, the calculation gives 0.223 eV/A. Its spin multiplicity is 1. As for the frontier orbital gap: 9.28 eV. The lowest unoccupied orbital energy comes out at 0.676 eV.


Record 3
Molecular formula: C5H7NO
Method: DFT, ωB97M-V with the def2-TZVPD basis set

Each line ends with the natural charge from an NBO analysis.
Geometry (Å):
N 1.645 -1.774 0.458  -0.70
C 0.999 -0.699 0.322  0.57
O 1.298 0.371 -0.506  -0.52
C 0.335 1.437 -0.328  -0.06
C -0.893 0.758 0.237  -0.26
C -1.186 -0.519 -0.480  -0.40
C -0.392 -0.524 0.808  -0.31
H 2.460 -1.851 -0.145  0.35
H 0.129 1.921 -1.290  0.19
H 0.761 2.178 0.356  0.18
H -1.687 1.327 0.709  0.24
H -0.554 -0.671 -1.353  0.22
H -2.161 -0.981 -0.513  0.23
H -0.755 -0.973 1.726  0.25

The electronic energy comes out at -324.6709 Ha. As for the relative energy (zero: lowest compared OMol25 entry of this formula, charge and spin): 33.6 kcal/mol. The SMILES is [H]/N=C1\OC[C@H]2C[C@@H]12. For the max |F|, the calculation gives 0.541 eV/A. Its spin multiplicity is 1. As for the frontier orbital gap: 10.71 eV. The lowest unoccupied orbital energy comes out at 1.021 eV.


Record 4
Molecular formula: C5H7NO
Method: DFT, ωB97M-V with the def2-TZVPD basis set

Each line ends with the natural charge from an NBO analysis.
Geometry (Å):
C 0.632 0.340 -1.758  -0.60
C -0.186 0.227 -0.483  -0.35
C -0.629 -1.118 0.041  -0.26
C -0.627 -1.064 1.376  -0.01
N -0.095 0.157 1.822  -0.63
C 0.405 0.891 0.760  0.69
O 1.117 1.868 0.837  -0.59
H 0.103 -0.144 -2.585  0.21
H 1.621 -0.116 -1.662  0.22
H 0.766 1.396 -2.010  0.23
H -1.108 0.816 -0.632  0.24
H -0.947 -1.955 -0.565  0.22
H -0.933 -1.811 2.098  0.22
H -0.118 0.512 2.761  0.42

The electronic energy comes out at -324.7156 Ha. As for the relative energy (zero: lowest compared OMol25 entry of this formula, charge and spin): 5.6 kcal/mol. The SMILES is C[C@H]1C=CNC1=O. For the max |F|, the calculation gives 0.451 eV/A. Its spin multiplicity is 1. As for the frontier orbital gap: 9.52 eV. The lowest unoccupied orbital energy comes out at 0.898 eV.


Record 5
Molecular formula: C5H7NO
Method: DFT, ωB97M-V with the def2-TZVPD basis set

Each line ends with the natural charge from an NBO analysis.
Geometry (Å):
C -1.580 0.723 0.323  -0.64
N 0.468 0.698 -1.259  -0.57
C 1.137 0.127 -0.204  0.53
C -0.593 -0.077 -0.452  -0.05
C 1.171 -1.378 -0.204  -0.44
C -0.199 -1.455 -0.227  -0.10
O 1.584 0.897 0.815  -0.66
H 2.139 0.329 1.379  0.50
H 0.344 1.700 -1.114  0.37
H 1.942 -2.042 -0.575  0.21
H -0.865 -2.302 -0.086  0.21
H -2.120 1.433 -0.311  0.21
H -2.317 0.055 0.776  0.23
H -1.110 1.294 1.139  0.21

The electronic energy comes out at -324.5590 Ha. As for the relative energy (zero: lowest compared OMol25 entry of this formula, charge and spin): 103.8 kcal/mol. The SMILES is C[C@]12C=C[C@@]1(O)N2. For the max |F|, the calculation gives 1.281 eV/A. Its spin multiplicity is 1. As for the frontier orbital gap: 7.61 eV. The lowest unoccupied orbital energy comes out at 0.781 eV.


Record 6
Molecular formula: C5H7NO
Method: DFT, ωB97M-V with the def2-TZVPD basis set

Each line ends with the natural charge from an NBO analysis.
Geometry (Å):
N -2.323 -0.356 0.501  -0.82
C -1.062 -0.154 0.923  0.51
O -0.641 1.140 0.763  -0.51
C -0.319 0.550 -0.571  0.10
C 1.186 0.706 -0.768  -0.45
C 1.413 -0.465 0.222  -0.40
C -0.063 -0.890 0.194  -0.27
H -2.880 0.451 0.789  0.37
H -1.835 0.128 -0.632  0.33
H 1.601 1.679 -0.497  0.22
H 1.473 0.440 -1.789  0.22
H 1.733 -0.130 1.210  0.23
H 2.085 -1.248 -0.135  0.22
H -0.367 -1.851 -0.210  0.25

The electronic energy comes out at -324.5037 Ha. As for the relative energy (zero: lowest compared OMol25 entry of this formula, charge and spin): 138.6 kcal/mol. For the max |F|, the calculation gives 0.465 eV/A. Its spin multiplicity is 1. As for the frontier orbital gap: 9.59 eV. The lowest unoccupied orbital energy comes out at 0.480 eV.